1.
{"formula": "C38H58IN18O2P", "method": "ωB97M-V/def2-TZVPD", "symbols": ["O", "C", "I", "C", "P", "O", "H", "H", "H", "H", "C", "C", "N", "H", "H", "H", "C", "C", "N", "H", "H", "H", "C", "C", "N", "H", "H", "H", "C", "C", "N", "H", "H", "H", "C", "C", "N", "H", "H", "H", "C", "C", "N", "H", "H", "H", "C", "C", "N", "H", "H", "H", "C", "C", "N", "H", "H", "H", "C", "C", "N", "H", "H", "H", "C", "C", "N", "H", "H", "H", "C", "C", "N", "H", "H", "H", "C", "C", "N", "H", "H", "H", "C", "C", "N", "H", "H", "H", "C", "C", "N", "H", "H", "H", "C", "C", "N", "H", "H", "H", "C", "C", "N", "H", "H", "H", "C", "C", "N", "H", "H", "H", "C", "C", "N", "H", "H", "H"], "positions_angstrom": [[5.51, -0.49, -3.46], [5.08, 0.08, -4.48], [6.02, 1.99, -5.10], [3.91, -0.48, -5.40], [2.22, -0.63, -4.54], [1.30, 0.70, -5.16], [4.21, -1.53, -5.73], [3.80, 0.19, -6.32], [2.31, -0.43, -3.13], [1.38, 1.47, -4.56], [4.80, 0.24, 0.02], [3.40, 0.44, -0.48], [2.31, 0.61, -0.88], [5.19, -0.71, -0.34], [5.44, 1.05, -0.33], [4.80, 0.23, 1.12], [-1.55, 1.35, -2.38], [-0.78, 0.17, -2.89], [-0.18, -0.77, -3.28], [-1.51, 2.16, -3.11], [-2.60, 1.07, -2.22], [-1.13, 1.70, -1.43], [-0.57, -0.19, 1.25], [-1.96, 0.01, 0.73], [-3.06, 0.17, 0.32], [-0.17, -1.14, 0.89], [0.07, 0.62, 0.91], [-0.58, -0.19, 2.34], [7.96, 2.49, -8.99], [7.29, 1.18, -8.70], [6.76, 0.15, -8.47], [7.72, 3.21, -8.21], [9.04, 2.35, -9.02], [7.62, 2.87, -9.95], [2.26, -4.70, -6.06], [2.43, -3.51, -6.96], [2.56, -2.59, -7.69], [1.64, -5.45, -6.55], [3.24, -5.13, -5.83], [1.78, -4.39, -5.13], [2.00, -3.29, 2.51], [2.12, -1.80, 2.49], [2.20, -0.62, 2.47], [1.80, -3.63, 3.53], [1.17, -3.60, 1.87], [2.92, -3.74, 2.16], [-2.20, 2.67, 3.66], [-2.08, 1.18, 3.80], [-1.99, 0.02, 3.91], [-3.05, 3.03, 4.24], [-1.29, 3.15, 4.03], [-2.35, 2.94, 2.61], [-0.12, -7.79, -3.67], [-0.01, -6.30, -3.68], [0.08, -5.12, -3.69], [-0.31, -8.14, -2.66], [-0.94, -8.10, -4.32], [0.81, -8.23, -4.04], [-5.13, 2.49, 7.34], [-4.18, 3.52, 6.80], [-3.44, 4.32, 6.38], [-5.28, 2.65, 8.41], [-6.10, 2.58, 6.83], [-4.73, 1.49, 7.18], [-0.79, -1.86, -9.43], [-1.35, -2.74, -10.51], [-1.78, -3.44, -11.35], [-0.34, -0.98, -9.87], [-1.60, -1.55, -8.76], [-0.04, -2.40, -8.86], [7.08, 3.75, 1.78], [7.20, 2.26, 1.91], [7.28, 1.10, 2.01], [6.24, 4.11, 2.37], [8.00, 4.23, 2.14], [6.93, 4.02, 0.73], [-5.82, 7.09, 8.45], [-6.48, 5.78, 8.75], [-7.00, 4.75, 8.98], [-6.07, 7.81, 9.24], [-4.74, 6.96, 8.41], [-6.18, 7.48, 7.50], [-1.34, -3.72, 4.83], [-0.18, -4.67, 4.80], [0.74, -5.42, 4.78], [-2.22, -4.23, 5.23], [-1.10, -2.87, 5.47], [-1.55, -3.36, 3.83], [4.38, -7.81, -3.96], [3.61, -8.69, -4.90], [3.00, -9.38, -5.63], [5.24, -7.39, -4.47], [3.74, -7.00, -3.61], [4.72, -8.39, -3.10], [-9.67, 8.42, 9.00], [-8.57, 9.07, 8.23], [-7.70, 9.59, 7.62], [-9.33, 7.46, 9.40], [-9.97, 9.06, 9.84], [-10.54, 8.26, 8.36], [-0.66, 5.04, 8.96], [-1.55, 6.16, 9.40], [-2.25, 7.04, 9.74], [-0.52, 5.08, 7.88], [0.31, 5.12, 9.46], [-1.11, 4.08, 9.23], [-5.06, 1.58, -4.15], [-4.10, 2.59, -4.69], [-3.35, 3.39, -5.12], [-5.21, 1.74, -3.08], [-6.02, 1.66, -4.66], [-4.66, 0.57, -4.31], [-1.30, -6.01, 0.37], [-1.12, -4.60, 0.84], [-0.98, -3.49, 1.20], [-1.98, -6.54, 1.04], [-1.73, -6.01, -0.64], [-0.34, -6.52, 0.35]], "lowdin_charge": [-0.08, -0.79, 0.67, -0.41, 0.85, -0.40, 0.07, 0.07, -0.08, 0.04, -0.08, -0.25, 0.12, 0.08, 0.07, 0.05, -0.07, -0.22, 0.08, 0.06, 0.05, 0.06, -0.13, -0.27, 0.11, 0.03, 0.06, 0.01, -0.07, -0.29, 0.12, 0.06, 0.08, 0.08, -0.08, -0.25, 0.13, 0.08, 0.07, 0.03, -0.06, -0.22, 0.14, 0.04, 0.03, 0.08, -0.05, -0.23, 0.13, 0.04, 0.08, 0.08, -0.05, -0.24, 0.13, 0.07, 0.08, 0.05, -0.07, -0.24, 0.12, 0.06, 0.08, 0.08, -0.07, -0.26, 0.10, 0.08, 0.08, 0.05, -0.06, -0.25, 0.12, 0.08, 0.08, 0.08, -0.08, -0.24, 0.11, 0.07, 0.05, 0.06, -0.06, -0.25, 0.11, 0.08, 0.08, 0.05, -0.07, -0.26, 0.12, 0.08, 0.07, 0.08, -0.06, -0.25, 0.12, 0.07, 0.08, 0.08, -0.07, -0.25, 0.11, 0.07, 0.08, 0.07, -0.07, -0.26, 0.11, 0.08, 0.08, 0.08, -0.05, -0.20, 0.16, 0.08, 0.07, 0.08], "total_charge": 0, "e_lumo_ev": 0.0}



2.
{"formula": "C2H6Cl2OSi", "method": "ωB97M-V/def2-TZVPD", "symbols": ["C", "C", "O", "Si", "Cl", "Cl", "H", "H", "H", "H", "H", "H"], "positions_angstrom": [[0.09, -2.06, 0.39], [-1.32, 1.60, 0.41], [0.93, -0.89, 0.32], [0.71, 0.57, 0.91], [1.98, 1.80, 0.08], [0.76, 0.38, 2.90], [-0.91, -1.74, 0.72], [0.66, -2.84, 1.03], [0.11, -2.55, -0.59], [-1.11, 2.68, -0.02], [-1.46, 1.00, -0.48], [-2.14, 1.79, 1.10]], "nbo_charge": [-0.24, -1.00, -0.94, 1.66, -0.34, -0.38, 0.19, 0.20, 0.19, 0.22, 0.21, 0.23], "total_charge": 0, "e_lumo_ev": 0.6, "smiles": "CO[Si](C)(Cl)Cl"}



3.
{"formula": "C4H14NS2", "method": "ωB97M-V/def2-TZVPD", "symbols": ["C", "C", "S", "H", "H", "H", "H", "H", "H", "C", "C", "S", "N", "H", "H", "H", "H", "H", "H", "H", "H"], "positions_angstrom": [[-1.88, 1.63, -0.32], [-2.31, 0.43, 0.48], [-2.45, -1.11, -0.45], [-2.49, 1.76, -1.21], [-0.84, 1.59, -0.65], [-1.99, 2.53, 0.27], [-1.67, 0.23, 1.31], [-3.25, 0.62, 0.99], [-3.12, -0.59, -1.49], [1.38, -0.13, -0.12], [2.61, -0.79, 0.53], [3.52, 0.40, 1.54], [0.62, -1.14, -0.91], [1.65, 0.67, -0.80], [0.70, 0.31, 0.60], [3.34, -1.11, -0.21], [2.33, -1.59, 1.21], [2.58, 0.53, 2.52], [-0.37, -0.83, -1.17], [0.49, -2.00, -0.37], [1.14, -1.39, -1.74]], "nbo_charge": [-0.62, -0.53, -0.01, 0.24, 0.16, 0.25, 0.20, 0.26, 0.17, -0.25, -0.60, 0.81, -0.71, 0.26, 0.25, 0.29, 0.29, 0.17, 0.47, 0.45, 0.45], "spin_multiplicity": 2, "total_charge": 2, "e_lumo_ev": [-8.0, -13.2]}



4.
{"formula": "C32H51BCuN6P", "method": "ωB97M-V/def2-TZVPD", "symbols": ["Cu", "C", "C", "C", "C", "C", "C", "N", "N", "B", "N", "C", "C", "C", "N", "C", "C", "C", "N", "C", "C", "C", "N", "C", "C", "C", "H", "H", "H", "H", "H", "H", "H", "H", "H", "H", "H", "H", "H", "H", "H", "H", "H", "H", "H", "H", "H", "H", "H", "H", "H", "H", "H", "H", "C", "C", "C", "C", "P", "C", "C", "C", "C", "C", "C", "C", "C", "C", "C", "H", "H", "H", "H", "H", "H", "H", "H", "H", "H", "H", "H", "H", "H", "H", "H", "H", "H", "H", "H", "H", "H", "H"], "positions_angstrom": [[0.00, -1.00, 0.05], [-1.31, 1.76, 4.24], [-0.11, 1.19, 3.48], [1.19, 1.62, 4.16], [-0.18, -0.30, 3.39], [-0.34, -1.15, 4.49], [-0.31, -2.42, 3.96], [-0.15, -2.33, 2.64], [-0.06, -1.03, 2.26], [0.00, -3.49, 1.66], [-1.15, -3.51, 0.64], [-2.01, -4.51, 0.45], [-2.82, -4.21, -0.62], [-2.38, -2.96, -1.07], [-1.37, -2.53, -0.30], [-2.98, -2.22, -2.23], [-1.98, -1.30, -2.90], [-4.26, -1.50, -1.81], [1.33, -3.31, 0.90], [2.43, -4.07, 0.87], [3.27, -3.58, -0.10], [2.60, -2.50, -0.68], [1.43, -2.34, -0.04], [3.00, -1.67, -1.87], [4.09, -2.38, -2.68], [1.80, -1.42, -2.77], [-1.27, 2.85, 4.25], [-2.26, 1.46, 3.80], [-1.30, 1.42, 5.28], [-0.11, 1.60, 2.47], [1.21, 1.28, 5.19], [2.06, 1.20, 3.65], [1.28, 2.71, 4.16], [-0.45, -0.87, 5.52], [-0.39, -3.38, 4.44], [0.01, -4.52, 2.27], [-1.98, -5.38, 1.10], [-3.62, -4.80, -1.04], [-3.27, -3.00, -2.95], [-1.59, -0.57, -2.20], [-1.14, -1.86, -3.31], [-2.46, -0.75, -3.72], [-4.08, -0.77, -1.02], [-4.70, -0.97, -2.66], [-5.00, -2.21, -1.44], [2.52, -4.91, 1.54], [4.23, -3.98, -0.39], [3.43, -0.73, -1.51], [3.73, -3.35, -3.04], [4.35, -1.78, -3.54], [5.00, -2.54, -2.10], [1.39, -2.37, -3.12], [0.99, -0.88, -2.26], [2.08, -0.82, -3.63], [-1.96, 3.33, 0.67], [-1.93, 1.99, -0.06], [-2.88, 2.04, -1.27], [-2.49, 0.91, 0.88], [-0.22, 1.40, -0.58], [1.13, 2.04, 0.48], [2.20, 1.16, 0.68], [3.39, 1.59, 1.25], [3.52, 2.91, 1.65], [2.46, 3.79, 1.49], [1.28, 3.36, 0.90], [0.30, 2.22, -2.22], [-0.02, 3.72, -2.23], [1.83, 2.09, -2.37], [-0.36, 1.55, -3.43], [-3.00, 3.56, 0.92], [-1.59, 4.15, 0.05], [-1.40, 3.30, 1.60], [-3.89, 2.17, -0.89], [-2.87, 1.11, -1.84], [-2.68, 2.87, -1.94], [-3.49, 1.21, 1.21], [-1.87, 0.76, 1.76], [-2.58, -0.06, 0.38], [2.13, 0.13, 0.36], [4.20, 0.89, 1.38], [4.45, 3.25, 2.09], [2.56, 4.82, 1.81], [0.48, 4.08, 0.78], [0.47, 4.24, -1.41], [-1.08, 3.94, -2.20], [0.38, 4.14, -3.16], [2.36, 2.72, -1.66], [2.09, 2.42, -3.38], [2.19, 1.07, -2.26], [-1.44, 1.64, -3.42], [-0.09, 0.50, -3.52], [0.00, 2.06, -4.33]], "lowdin_spin": [0.77, 0.00, 0.00, 0.00, 0.00, 0.00, 0.00, 0.00, 0.02, 0.00, 0.00, 0.00, 0.00, 0.01, 0.06, 0.00, 0.00, 0.00, 0.00, 0.00, 0.00, 0.01, 0.09, 0.00, 0.00, 0.00, 0.00, 0.00, 0.00, 0.00, 0.00, 0.00, 0.00, 0.00, 0.00, 0.00, 0.00, 0.00, 0.00, 0.00, 0.00, 0.00, 0.00, 0.00, 0.00, 0.00, 0.00, 0.00, 0.00, 0.00, 0.00, 0.00, 0.00, 0.00, 0.00, 0.00, 0.00, 0.00, 0.01, 0.00, 0.01, 0.00, 0.00, 0.00, 0.00, 0.00, 0.00, 0.00, 0.00, 0.00, 0.00, 0.00, 0.00, 0.00, 0.00, 0.00, 0.00, 0.00, 0.00, 0.00, 0.00, 0.00, 0.00, 0.00, 0.00, 0.00, 0.00, 0.00, 0.00, 0.00, 0.00, 0.00], "spin_multiplicity": 2, "total_charge": 1, "e_lumo_ev": [-1.9, -5.0]}